(1)
{"formula": "C4H11NO2", "method": "ωB97M-V with the def2-TZVPD basis set", "de_lowest_kcal_mol": 59.47, "lumo_energy_ev": 0.15, "orbital_gap_ev": 9.6, "total_charge": 0, "e_tot_ev": -9909.6632, "multiplicity": 1, "symbols": ["C", "H", "H", "C", "H", "C", "H", "H", "N", "H", "H", "H", "C", "O", "H", "O", "H", "H"], "positions_angstrom": [[-0.5149, -0.9193, -0.5619], [1.7846, -0.3957, 0.6119], [1.6327, 2.4889, 0.2599], [-0.1475, -1.9687, -1.6152], [-1.0788, -2.2543, -2.1774], [0.0600, 0.3243, -0.3836], [0.2439, -2.8992, -1.1525], [-1.2827, -1.2332, 0.1661], [-0.2508, 1.3945, 0.4875], [-2.2616, 0.9127, 0.6470], [-3.1868, 0.9701, 1.8669], [0.7333, 0.7255, -1.1843], [0.6130, 2.3499, 0.6945], [-3.0936, 0.5698, 0.9952], [0.4170, 2.9203, 1.5971], [2.7036, -0.2424, 0.9785], [3.0373, -1.1304, 1.0710], [0.5914, -1.6129, -2.3007]], "nbo_charge": [-0.1469, 0.4772, 0.1727, -0.6460, 0.2316, -0.1292, 0.2248, 0.2239, -0.4647, 0.4877, 0.4661, 0.1729, -0.0206, -0.9631, 0.1836, -0.9533, 0.4658, 0.2175]}


(2)
{"formula": "C12H18N3O4STc", "method": "ωB97M-V with the def2-TZVPD basis set", "lumo_energy_ev": [-7.88, -7.39], "s2": 2.02, "orbital_gap_ev": [7.3, 7.7], "total_charge": 2, "e_tot_ev": -38413.7446, "multiplicity": 3, "symbols": ["H", "H", "H", "C", "O", "H", "C", "N", "C", "H", "H", "O", "H", "C", "H", "S", "N", "O", "H", "C", "C", "H", "C", "Tc", "N", "C", "C", "H", "O", "H", "C", "H", "H", "H", "H", "H", "C", "C", "H"], "positions_angstrom": [[3.4391, 11.7074, 4.7210], [8.4023, 15.2897, 4.1959], [8.0278, 7.8894, 10.5120], [5.2558, 9.6730, 10.2885], [3.6361, 10.1699, 6.9308], [6.7527, 6.0335, 11.5715], [6.7138, 7.9867, 8.7697], [3.6437, 8.5618, 5.3138], [7.5486, 7.1768, 9.8029], [4.5268, 8.1879, 8.7934], [6.2004, 16.4109, 4.2697], [5.3137, 9.5780, 11.5144], [5.2515, 7.8265, 11.4347], [6.7766, 13.1790, 6.2265], [4.2804, 15.3506, 5.6657], [7.2312, 11.7497, 7.0736], [5.2702, 7.2138, 10.5875], [5.1244, 10.7850, 9.6152], [6.2873, 5.4267, 9.9257], [3.8374, 9.8199, 5.6872], [5.2778, 14.9426, 5.5399], [4.3955, 6.6416, 10.4823], [7.8337, 13.7264, 5.5216], [5.0593, 11.4946, 7.6101], [5.5472, 13.7848, 6.1937], [5.3813, 8.2826, 9.5167], [6.3292, 15.5173, 4.8469], [3.8632, 10.3217, 3.6185], [4.4317, 13.2043, 6.8404], [8.7568, 13.2031, 5.6161], [6.4880, 6.3410, 10.5355], [8.3354, 6.5501, 9.3885], [3.2828, 7.8134, 5.8887], [5.1445, 11.1033, 4.6310], [7.2158, 8.9126, 8.4575], [6.4151, 7.4436, 7.8398], [4.0837, 10.7842, 4.5923], [7.6202, 14.9002, 4.7985], [3.8196, 8.3166, 4.3213]], "nbo_charge": [0.2905, 0.2562, 0.2373, 0.7988, -0.6768, 0.2570, -0.4161, -0.7122, -0.4260, 0.2314, 0.2656, -0.5923, 0.4807, -0.0113, 0.2743, 0.1117, -0.5402, -0.7703, 0.2285, 0.7129, 0.0583, 0.4492, -0.2110, 1.3247, -0.0238, -0.1682, -0.2149, 0.2622, -0.5230, 0.2546, -0.2340, 0.2615, 0.4372, 0.2591, 0.2365, 0.2208, -0.7377, -0.0860, 0.4348]}